Computed, not measured: a molecular structure, C17H43BCl20N2NbO, with ωB97M-V with the def2-TZVPD basis set.

Total charge: -1
Gap between HOMO and LUMO in eV: 5.49
Molecular weight in g/mol: 1104.3
LUMO level in eV: 1.74
E_HOMO in eV: -3.7
Calculated total energy in a.u.: -10143.7128

Last column: Löwdin charge in e.
Positions of all 85 atoms, in Å:
C 0.856903 -1.677828 1.863293  -0.13
C 3.654340 3.580805 -5.448328  -1.02
H 5.560273 -2.992150 -5.592297  0.02
C 4.571993 -2.647768 -5.875342  -1.03
H 3.432519 2.265871 2.136525  0.03
Cl -2.325915 0.233332 1.702386  0.55
H -4.864165 -4.390466 0.194041  0.03
H -3.908374 -1.481387 1.900107  -0.05
Cl 1.248985 -5.006741 2.404209  0.57
H -5.189008 -3.731322 -1.436725  0.02
H 2.136072 3.049690 -0.604765  0.10
C -9.017765 3.894133 2.560916  -1.04
H 4.025914 1.102974 -1.856298  0.07
H 3.243930 -3.497025 -0.715371  -0.13
Cl -6.542386 1.162213 1.471202  0.51
B 0.886743 -1.919150 0.297441  -0.65
C 2.588316 -8.162268 -4.107031  -1.03
H 2.263879 1.564975 0.317068  0.09
Nb 2.773512 -1.745817 -1.121125  1.21
Cl 1.874549 -6.575915 -4.379503  0.50
H 1.742136 -2.065926 2.369370  0.02
Cl 4.357397 -8.113602 -4.031362  0.49
H 4.067884 3.847203 0.213046  0.07
Cl 1.802972 4.589977 2.581773  0.53
H -0.703605 -1.433628 -0.709185  0.05
C 4.087944 2.748719 0.262359  -0.29
H 0.805872 -0.591248 2.036354  0.05
H 4.602839 3.164134 -5.128964  0.03
H 4.784996 1.454323 1.685480  0.03
Cl -7.477529 0.986751 4.246801  0.53
Cl 3.349128 5.046194 -4.498133  0.49
H -0.048532 -2.116700 2.311841  0.00
Cl 3.313416 7.024268 3.255720  0.49
H -9.093722 3.559234 1.533422  0.02
C -11.880116 7.974810 2.607235  -1.05
Cl -5.930823 -2.294927 0.263178  0.51
H 3.292670 5.806072 1.246494  0.02
H 4.535967 -2.384797 -6.926373  0.02
H -10.893101 8.146436 3.019869  0.02
H 4.407598 -1.650554 -1.993126  -0.14
Cl -13.075565 8.686310 3.701694  0.49
C -6.324561 0.383699 3.043178  -1.02
H 3.743041 -1.897196 1.582920  0.04
O -0.327417 -2.252109 -0.359106  -0.11
H 4.114596 4.913233 2.561747  0.01
C 2.982447 1.434067 -1.733570  -0.33
H 5.155135 -0.031478 -0.179586  0.05
H 5.723977 -2.475722 -0.240254  0.02
Cl -1.482187 -4.435036 3.332068  0.52
Cl -10.579793 4.595800 3.031421  0.52
N 5.104199 -0.625987 0.644626  -0.22
H -6.485634 -0.682164 2.926889  0.01
H 1.017707 0.575724 -1.428522  0.03
H -12.084165 6.915650 2.518479  -0.03
C -4.834436 -3.509543 -0.436851  -0.98
C 2.799916 2.199621 -0.399724  -0.21
Cl -11.942154 8.689463 0.991074  0.50
H 3.681839 3.859120 -6.495220  0.02
C 6.050089 -1.719701 0.492728  -0.20
Cl -3.171977 -2.940092 -0.524029  0.62
H 3.138735 -0.287879 1.354504  0.02
Cl -3.225800 -1.175102 4.126759  0.51
H -5.321055 0.591406 3.394935  -0.01
H -0.782014 -5.714228 1.487860  0.03
H 1.735438 0.114327 -2.954289  0.00
H -8.802889 3.069071 3.228379  -0.05
H 1.735204 -2.602428 -2.383833  -0.11
H 7.020289 -1.325696 0.173653  0.07
H 4.965738 2.446509 -0.323205  0.10
H 6.193767 -2.207084 1.465884  0.07
H 2.222298 -8.542642 -3.160517  0.02
H 2.308494 -8.813876 -4.926603  0.02
C -2.954619 -1.273092 2.370884  -1.05
C 3.712960 -1.077680 0.852730  -0.40
H -2.240390 -2.066573 2.180857  -0.05
Cl -7.702240 5.064092 2.674045  0.51
C -0.409550 -5.580626 2.497291  -0.99
C 3.264802 5.533621 2.294652  -1.04
Cl 2.412023 2.354439 -5.222715  0.54
H 2.780639 2.150525 -2.541038  0.04
H -0.429715 -6.510058 3.054221  0.02
Cl 4.191375 -1.218550 -4.916403  0.47
C 1.971257 0.266477 -1.887986  -0.36
Cl 3.431636 -3.967461 -5.586215  0.47
N 4.324855 2.365952 1.659983  -0.01

Atomic forces in eV per Å
-0.767 -0.162 -0.077
0.090 -0.055 -0.010
-0.026 -0.002 0.022
0.020 -0.004 0.029
0.142 -0.024 -0.031
-0.052 0.032 0.031
-0.030 0.030 0.012
0.049 0.019 0.026
0.025 -0.085 0.000
-0.003 0.025 0.016
-0.048 -0.170 0.115
0.046 -0.028 -0.040
-0.149 -0.008 0.071
-0.510 -0.097 -0.079
-0.023 0.003 -0.008
0.570 -0.651 0.480
-0.046 -0.038 -0.007
0.180 -0.008 -0.041
0.950 1.940 -1.529
-0.077 -0.072 0.059
-0.101 0.144 -0.005
0.008 0.001 -0.009
0.037 -0.132 -0.057
-0.122 0.025 0.022
0.001 -0.165 -0.283
-0.068 0.120 -0.070
0.094 -0.095 -0.003
-0.021 0.019 0.028
-0.179 0.073 0.017
0.009 -0.058 0.090
-0.005 0.000 0.000
0.211 0.094 0.096
-0.013 -0.006 0.002
-0.007 0.017 0.016
0.036 -0.021 0.007
-0.077 0.008 -0.016
-0.026 0.035 0.035
-0.025 -0.003 0.016
-0.020 0.004 -0.009
0.806 -0.189 0.374
0.002 0.000 0.003
0.070 -0.009 -0.058
0.046 0.101 -0.072
-0.274 0.584 0.595
-0.021 -0.007 -0.025
-0.353 0.064 0.185
-0.020 -0.195 0.001
0.009 0.097 0.114
-0.059 -0.084 0.055
-0.014 -0.047 0.023
-0.043 0.327 -0.109
-0.006 0.023 -0.004
0.101 -0.003 -0.138
-0.019 0.035 -0.014
0.068 -0.024 -0.051
0.070 0.036 -0.133
-0.001 0.005 -0.001
-0.016 0.011 0.022
0.088 -0.043 0.085
-0.023 -0.159 -0.003
0.051 0.037 -0.165
0.036 -0.003 0.006
-0.020 0.028 0.007
-0.007 0.056 0.013
0.060 -0.027 0.114
-0.012 0.041 -0.028
-0.332 -0.302 0.629
-0.090 -0.014 0.027
-0.102 0.013 0.115
-0.074 0.028 -0.136
0.030 0.020 -0.002
0.009 0.012 0.012
-0.014 -0.042 -0.056
-0.241 -0.755 0.223
0.025 0.077 -0.007
-0.005 0.007 0.003
0.019 -0.009 -0.074
0.174 -0.110 -0.042
-0.085 -0.011 -0.103
0.334 -0.105 0.060
-0.005 0.019 -0.004
-0.030 0.118 -0.159
-0.357 -0.276 -0.038
0.100 0.047 -0.082
0.055 -0.074 -0.074

Computed, not measured: 5 unconnected molecules or ions with the total composition C17H43BNO16PS4, with ωB97M-V with the def2-TZVPD basis set.

SMILES: CCCOCP(N=C=O)B(O)O.CCOS(C)(=O)=O.CCOS(C)(=O)=O.CCOS(C)(=O)=O.CCOS(C)(=O)=O
Total charge: 0
Gap between HOMO and LUMO in eV: 8.89
Molecular weight in g/mol: 687.6
LUMO level in eV: 0.11
E_HOMO in eV: -8.8
Calculated total energy in a.u.: -3891.0362

Last column: Löwdin charge in e.
Positions of all 83 atoms, in Å:
H 3.054256 -3.713071 7.181409  0.09
C -1.294518 3.358980 5.501364  -0.27
C 0.539071 -5.669802 0.558373  -0.07
H -0.294928 -3.753657 -3.732569  0.08
S -1.338444 5.506637 4.002183  0.60
N -2.164796 0.671111 -1.874414  -0.09
H 3.914554 3.975135 -0.476566  0.08
C -0.724259 0.807554 0.772792  -0.34
H 1.603477 -3.781631 0.515451  0.09
O -0.652806 6.467843 4.826109  -0.28
O 3.478037 -1.625422 4.577558  -0.28
C 2.719058 2.432334 0.758637  -0.21
O 0.929487 -4.269183 -1.392893  -0.26
H 2.799510 2.204404 1.895979  0.12
H -1.591876 -1.606584 -6.717065  0.11
O -2.182078 -0.962750 -8.607880  -0.27
H -2.191471 -2.690721 -10.759700  0.07
O -0.674696 4.807664 2.931401  -0.29
H 4.155869 -5.092929 6.959185  0.08
H -1.017158 -2.153833 -3.403919  0.06
H -1.061305 4.350866 7.407656  0.09
H -2.042032 1.367405 -7.357335  0.09
H 0.731177 -1.476065 3.920810  0.08
H -2.504306 7.093049 2.722070  0.08
C -1.559459 -1.817946 -10.921397  -0.12
H -2.143499 -0.978170 -11.297334  0.07
P -1.585305 1.789591 -0.602189  1.03
S 2.802544 -2.598889 3.759672  0.61
O -0.251470 -2.530604 -8.769347  -0.28
O 3.477136 -3.308352 2.702405  -0.29
O -4.281358 1.879489 0.701516  0.04
H -5.089015 2.455078 0.611760  0.11
B -3.105420 2.613384 0.295302  -0.64
H 1.008106 -6.056978 1.466077  0.08
C -0.196073 -2.829943 -3.162782  -0.12
O 0.081269 -2.037942 -0.681977  -0.30
H 0.790447 -2.600738 2.522113  0.06
C 3.674287 -4.249578 6.458592  -0.08
H 0.033995 2.970416 7.159470  0.08
H -0.482252 0.604771 -7.073665  0.08
C 1.170800 2.233348 0.258854  -0.28
H 1.252302 2.158564 -0.900051  0.12
H 3.442045 1.723441 0.218766  0.11
H -0.676638 2.897389 4.725139  0.11
H 3.465904 -5.197578 4.520021  0.11
H 0.332050 4.511405 6.345860  0.07
O -2.070541 4.426742 4.961571  -0.26
H -0.759256 -2.058451 -11.622087  0.08
H -3.404545 6.633037 4.194135  0.08
S -0.815010 -1.355294 -9.381923  0.61
O -1.524886 -3.910697 -1.190146  -0.28
C -1.389794 0.816679 -2.905198  -0.30
C 2.840163 -4.728655 5.285340  -0.27
O -0.598912 0.858521 -3.884866  0.06
H -1.262380 0.972261 1.785163  0.11
C 3.143344 3.943984 0.389679  -0.14
H 0.318999 -6.504067 -0.112730  0.09
H -2.535790 4.478296 -0.114980  0.10
H 0.759498 -2.347103 -3.366063  0.08
H 4.455988 -3.560906 6.129476  0.07
C 1.337297 -1.854076 3.097717  -0.11
C -1.543250 0.558378 -6.817005  -0.07
C -0.449070 3.821232 6.673205  -0.07
H 2.419938 -5.112447 -0.296254  0.13
H -0.416557 -5.219238 0.837597  0.07
H 2.134469 -5.487240 5.634177  0.12
H 3.641081 4.506364 1.266002  0.07
H 0.622997 3.187057 0.605125  0.11
O -0.041221 -0.159361 -9.590425  -0.28
H 1.641862 -1.030099 2.450225  0.07
C 1.442143 -4.657028 -0.120383  -0.26
H -1.999686 2.598424 5.846923  0.12
O 0.710893 1.010688 0.888526  -0.24
O 2.065616 -3.670098 4.726344  -0.27
H 2.235716 4.574931 0.040758  0.07
H -3.168976 -0.833868 -6.835280  0.12
H -0.871508 -0.324990 0.505811  0.10
C -2.137045 -0.785931 -7.193199  -0.27
H -1.638663 0.735399 -5.743792  0.04
H -3.359644 5.524383 2.781785  0.06
C -2.806334 6.263018 3.361657  -0.12
O -3.035372 4.021660 0.602771  0.04
S -0.291766 -3.209012 -1.435058  0.61

Atomic forces in eV per Å
0.005 -0.132 -0.059
0.619 -0.636 0.553
-0.336 0.026 0.072
0.002 0.058 0.112
-0.616 -0.068 0.226
3.195 0.697 -3.918
-1.343 -0.157 1.411
-0.734 -2.065 0.409
-0.014 0.022 -0.184
-0.008 -0.588 -0.552
0.024 -0.629 -0.516
-0.411 0.384 -0.082
-0.651 0.793 -0.587
-0.259 0.549 -1.974
0.023 -0.018 -0.209
0.449 -0.455 -0.883
0.072 0.098 0.037
0.089 0.281 0.635
-0.098 0.003 -0.061
0.022 -0.068 0.169
0.003 -0.132 -0.061
-0.043 -0.119 0.047
0.102 -0.059 -0.037
0.129 -0.105 0.098
-0.167 0.006 0.032
0.078 -0.050 0.083
0.805 0.806 0.226
-0.735 0.115 0.170
-0.023 0.719 -0.055
0.052 0.231 0.629
1.104 2.175 -1.328
1.176 -0.701 0.524
-2.331 0.208 1.396
0.066 0.055 -0.097
0.161 -0.048 -0.017
-0.336 -0.549 0.066
0.057 0.053 0.061
0.234 0.256 0.013
-0.097 0.005 -0.065
-0.085 -0.008 0.070
2.917 0.348 0.425
-0.642 0.142 1.955
-1.294 0.836 0.795
-0.080 0.171 -0.070
-0.084 0.170 -0.068
-0.060 -0.082 0.025
-0.078 0.723 -0.748
0.031 0.058 0.179
0.121 -0.039 -0.034
-0.576 0.162 -0.084
0.540 0.583 0.224
1.731 -0.651 -1.028
0.595 -0.602 0.555
-4.902 -0.235 5.935
1.008 0.026 -1.510
0.466 0.456 -0.222
0.105 0.058 0.063
-0.152 -0.429 1.022
-0.085 -0.050 0.058
-0.064 -0.077 0.025
-0.032 -0.096 0.057
0.176 0.125 -0.099
0.231 0.257 0.012
-0.123 0.230 -0.280
0.076 -0.044 -0.009
-0.162 0.250 -0.222
-0.901 -0.983 -1.303
0.421 -1.642 -0.586
-0.129 -0.738 0.283
0.081 -0.068 0.035
0.258 -0.456 1.023
-0.168 0.257 -0.222
-1.420 1.288 -1.046
-0.058 0.636 -0.707
1.441 -1.063 0.659
0.026 -0.132 -0.360
0.187 2.051 0.495
0.112 0.417 0.973
-0.061 -0.087 -0.331
0.122 0.020 0.040
-0.161 -0.135 0.071
0.036 -2.031 -1.748
0.372 -0.580 -0.588